(1)
The following is a DFT calculation (ωB97M-V/def2-TZVPD) of a 7-piece molecular cluster, CH16O6 overall in a non-equilibrium geometry.

Structure (XYZ):
```
23
Properties=species:S:1:pos:R:3:forces:R:3:mulliken_charge:R:1
C 0.532064 5.279690 1.094718 -0.88 0.95 -0.15 -1.14
H -0.369222 5.722577 1.532997 -0.05 -0.67 0.42 0.26
H 0.714315 4.245652 1.346022 -0.14 -0.12 0.25 0.29
H 0.300205 5.367166 0.032759 0.67 -0.02 -0.12 0.27
H 1.317774 5.943817 1.445663 0.40 -0.17 -0.42 0.27
H 0.549361 -5.197463 -3.454742 -0.36 -0.10 -0.07 0.51
H 1.183645 -4.697495 -2.223004 -0.23 0.14 0.40 0.45
O 0.366029 -5.134088 -2.506754 0.56 0.04 -0.37 -1.22
H -0.144454 -0.583338 -2.654005 -0.64 -0.37 -0.54 0.52
H -1.589000 0.188710 -2.748648 0.14 -0.80 -0.55 0.49
O -0.688948 0.176471 -2.406523 0.57 1.18 0.82 -1.34
H -0.084293 -1.605823 0.582738 0.16 -0.28 -0.02 0.38
H -0.233904 -0.785940 -0.639084 -0.09 -0.26 -0.35 0.21
O 0.083885 -1.668335 -0.369783 -0.04 0.38 0.58 -0.60
H -3.022690 -0.040148 0.613826 -0.17 -0.17 -0.13 0.40
H -2.385058 0.322430 -0.747497 0.02 -0.18 -0.06 0.30
O -2.251124 0.358543 0.206210 0.21 0.34 0.36 -0.86
H -1.393437 -3.114957 -1.056356 0.02 0.34 0.02 0.24
H -1.596381 -3.412995 -2.506028 -0.05 -0.05 -0.01 0.32
O -2.096476 -3.156840 -1.719978 -0.07 -0.18 -0.07 -0.69
H 3.913031 1.263235 5.117204 -0.03 0.02 -0.03 0.35
H 3.249581 -0.092828 5.278212 -0.10 -0.11 -0.09 0.37
O 3.645097 0.621957 5.782051 0.10 0.09 0.09 -0.77
```
Positions in Å, forces in eV/Å.

Calculated values
Energy relative to the best compared isomer or geometry (same formula, charge and spin) ... 11.4 kcal/mol
Total charge ... -1
Highest occupied orbital energy (spin up / spin down) ... 0.73 / -7.24 eV
LUMO energy (spin up / spin down) ... 2.85 / 2.95 eV
2S+1 ... 2
Gap between HOMO and LUMO (spin up / spin down) ... 0.078 / 0.375 Eh

***

(2)
The following is a DFT calculation (ωB97M-V/def2-TZVPD) of C6H13NO4P as an isolated structure in a non-equilibrium geometry.

Structure (XYZ):
```
25
Properties=species:S:1:pos:R:3:forces:R:3:mulliken_charge:R:1
C -3.655163 1.085467 0.163697 -0.24 2.23 -0.82 0.13
C -0.000372 2.097688 -0.656778 -0.11 -0.18 0.02 -1.30
C 1.660183 -1.726513 0.479465 -0.13 0.10 -0.16 -1.33
C 0.069437 0.586516 -0.792404 0.25 0.57 -0.65 -0.06
C 0.162154 -1.463904 0.563995 0.51 -0.61 0.20 -0.45
C -1.674019 0.173627 0.807305 0.03 -1.25 0.18 -0.64
N -0.209957 -0.034918 0.513741 -0.04 -0.04 0.33 0.05
O -4.053189 -0.170229 0.307573 0.35 -1.27 0.10 -0.44
O -2.375816 -1.011707 -1.544924 0.19 0.13 0.02 -0.78
O -3.993907 2.007631 0.881945 -0.36 -0.18 0.15 -0.65
O -2.837655 -2.447705 0.532850 0.10 0.17 0.18 -0.82
P -2.646023 -1.096197 -0.069262 -0.92 0.26 0.36 0.88
H -3.194569 1.290696 -0.824482 -0.17 -0.11 0.23 0.39
H 0.774432 2.460893 0.019851 0.11 0.13 0.05 0.32
H 0.131621 2.574327 -1.623913 0.07 0.04 -0.12 0.38
H -0.975529 2.366196 -0.253379 -0.01 0.04 0.02 0.32
H 2.035005 -1.613598 -0.536803 0.09 0.04 0.01 0.35
H 2.211753 -1.049921 1.134555 0.11 0.00 0.06 0.32
H 1.864224 -2.747140 0.796548 0.02 -0.05 0.03 0.42
H 1.056571 0.277354 -1.149031 -0.04 -0.05 0.06 0.29
H -0.710261 0.211739 -1.464109 0.15 -0.06 0.06 0.27
H -0.239527 -1.857922 1.500252 -0.05 0.12 -0.14 0.46
H -0.385194 -1.953474 -0.244187 0.14 0.01 0.07 0.33
H -1.806210 0.033178 1.889630 0.05 0.07 -0.10 0.20
H 0.322615 0.470964 1.226870 -0.10 -0.12 -0.14 0.36
```
Positions in Å, forces in eV/Å.

Calculated values
Energy relative to the best compared isomer or geometry (same formula, charge and spin) ... 55.4 kcal/mol
Total charge ... -1
Highest occupied orbital energy ... -3.38 eV
LUMO energy ... 2.99 eV
Gap between HOMO and LUMO ... 0.234 Eh

***

(3)
The following is a DFT calculation (ωB97M-V/def2-TZVPD) of an isolated ion of composition C5H6N and charge +1 in a non-equilibrium geometry.

Structure (XYZ):
```
12
Properties=species:S:1:pos:R:3:forces:R:3:mulliken_charge:R:1
C -1.056198 0.456095 -2.679092 0.15 -0.04 1.24 0.15
C -0.367913 0.274909 -1.691424 -2.75 0.71 -2.66 -0.51
C 0.526139 0.371968 -0.631233 3.13 -0.69 0.31 -0.27
C 0.323729 1.235383 0.585635 0.21 -1.29 -1.28 0.00
N 0.184098 0.018117 0.775942 0.59 2.42 -1.49 0.18
C 0.100781 -1.070805 1.588270 0.01 -3.38 1.96 -0.64
H -1.797980 0.690001 -3.448445 0.81 -0.41 0.46 0.41
H 1.570524 0.013391 -0.984087 -1.38 1.05 1.17 0.31
H 0.280432 2.118992 1.135053 -0.02 1.52 0.72 0.43
H 1.131906 -1.305000 2.064404 -1.61 0.18 -1.09 0.32
H -0.272113 -1.829863 0.864899 0.53 -0.31 1.16 0.31
H -0.623405 -0.973189 2.420075 0.33 0.25 -0.51 0.31
```
Positions in Å, forces in eV/Å.

Calculated values
Energy relative to the best compared isomer or geometry (same formula, charge and spin) ... 117.1 kcal/mol
Total charge ... +1
SMILES ... C#C[C@H]1C=[N+]1C
Highest occupied orbital energy ... -14.78 eV
LUMO energy ... -5.20 eV
Gap between HOMO and LUMO ... 0.352 Eh

***

(4)
The following is a DFT calculation (ωB97M-V/def2-TZVPD) of a 2-piece molecular cluster, BrHNO3P overall in a non-equilibrium geometry.

Structure (XYZ):
```
7
Properties=species:S:1:pos:R:3:forces:R:3:mulliken_charge:R:1
N 1.475568 0.867207 -0.811749 -3.71 1.27 -0.05 -0.64
O -3.632266 0.381815 -1.107735 -0.67 0.22 -0.71 -0.63
O -2.863066 -0.032643 1.271834 -0.08 0.41 1.07 -0.61
O -3.650597 -2.058481 -0.107224 -0.16 2.48 -0.05 -0.68
P -3.430496 -0.541246 0.019122 0.61 -3.14 -0.27 0.90
Br 2.227982 -0.559239 0.113212 0.40 -0.96 0.68 -0.41
H 0.346657 0.849509 -0.524656 3.62 -0.27 -0.67 0.05
```
Positions in Å, forces in eV/Å.

Calculated values
Energy relative to the best compared isomer or geometry (same formula, charge and spin) ... 11.1 kcal/mol
Total charge ... -2
Highest occupied orbital energy ... 1.04 eV
LUMO energy ... 6.34 eV
Gap between HOMO and LUMO ... 0.195 Eh

***

(5)
The following is a DFT calculation (ωB97M-V/def2-TZVPD) of C18H15N5OPdSe2 as an isolated structure.

Structure (XYZ):
```
42
Properties=species:S:1:pos:R:3:forces:R:3:mulliken_charge:R:1
Pd 0.858579 -0.909759 -1.221536 0.09 0.37 -0.02 0.59
O 2.804750 -0.579310 -1.347744 -0.19 0.14 0.11 -0.74
C 3.666734 -0.735291 -0.378204 0.04 -0.16 -0.14 0.88
C 4.908884 -0.074295 -0.516644 0.00 0.02 -0.01 -0.50
C 5.910298 -0.209366 0.410737 0.00 -0.01 0.02 -0.47
C 5.730800 -1.019171 1.537221 -0.01 0.01 -0.03 -0.75
C 4.532194 -1.672700 1.691152 0.01 0.02 0.03 -0.65
C 3.486570 -1.550489 0.762423 -0.03 -0.02 0.03 0.01
C 2.247104 -2.284893 0.980888 0.02 -0.01 0.06 0.62
N 1.158030 -2.293225 0.223882 0.08 0.02 0.09 -0.16
C 0.214603 -3.092321 0.835934 0.02 -0.12 -0.06 -0.62
C 0.742486 -3.588651 1.977101 0.00 -0.01 -0.03 -0.53
N 2.016756 -3.071895 2.057877 0.02 -0.06 -0.02 -0.05
H 5.033690 0.543308 -1.396200 0.01 0.00 0.00 0.44
H 6.846576 0.315025 0.265749 0.00 0.00 0.00 0.37
H 6.516150 -1.134271 2.270763 0.00 0.00 0.00 0.40
H 4.412550 -2.304971 2.563418 -0.02 0.01 0.01 0.23
H -0.759067 -3.249680 0.409789 0.00 0.02 0.01 0.46
H 0.337712 -4.247761 2.722472 0.00 0.00 0.01 0.42
H 2.677542 -3.256795 2.789243 0.01 0.00 -0.01 0.17
Se -3.896424 -1.704626 -0.437117 0.05 -0.01 -0.03 -0.23
C -2.191581 -1.452906 -0.900282 -0.10 0.04 -0.05 0.10
N -1.087447 -1.269729 -1.216077 -0.08 0.00 0.16 -0.40
C -2.777914 0.940208 -3.105221 0.00 0.00 0.02 -0.98
N -2.319559 1.548743 -1.867056 0.00 0.02 -0.02 0.36
C -1.048265 1.688625 -1.475485 0.00 0.02 -0.06 -0.20
Se 0.518557 1.255187 -2.411204 0.08 -0.24 -0.07 -0.18
N -1.053666 2.250599 -0.254342 -0.01 0.00 -0.01 0.08
C -2.356008 2.469594 0.169599 0.01 -0.03 0.02 0.53
C -2.889146 2.995450 1.338156 0.01 0.00 -0.01 -0.95
C -4.267322 3.052696 1.417204 -0.02 -0.01 -0.02 -0.45
C -5.083629 2.600029 0.371111 0.01 0.01 0.02 -0.68
C -4.549166 2.072990 -0.788025 0.01 0.00 0.00 -0.51
C -3.165261 2.019005 -0.865883 -0.02 0.01 0.00 0.55
H -1.910428 0.566325 -3.640426 0.00 0.00 0.00 0.26
H -3.295173 1.685931 -3.708070 0.00 0.00 0.00 0.36
H -3.448946 0.116552 -2.862871 0.00 -0.01 0.01 0.35
H -0.200058 2.441020 0.243214 0.00 -0.01 0.01 0.28
H -2.259346 3.339141 2.147083 0.00 0.00 0.00 0.41
H -4.728628 3.451088 2.310480 0.00 0.00 0.00 0.38
H -6.157926 2.654156 0.480743 0.00 0.00 0.00 0.39
H -5.175618 1.696417 -1.583866 0.00 0.00 0.00 0.43
```
Positions in Å, forces in eV/Å.

Calculated values
Energy relative to the best compared isomer or geometry (same formula, charge and spin) ... 0.0 kcal/mol
Highest occupied orbital energy ... -7.53 eV
LUMO energy ... -0.11 eV
Gap between HOMO and LUMO ... 0.273 Eh

***

(6)
The following is a DFT calculation (ωB97M-V/def2-TZVPD) of an isolated ion of composition C10H19ClFN4O8P2 and charge +1 in a non-equilibrium geometry.

Structure (XYZ):
```
45
Properties=species:S:1:pos:R:3:forces:R:3:mulliken_charge:R:1
H 3.542220 -2.216378 -1.009606 0.15 -0.26 0.13 0.32
N 3.018643 -3.075906 -1.214025 0.73 0.03 -0.15 -0.57
C 1.799799 -2.841994 -1.348084 -0.36 0.47 0.51 -0.42
C 1.243012 -1.400352 -1.197056 0.47 -0.74 -1.21 -0.12
N 0.284423 -1.289536 -0.070945 0.07 -0.78 0.51 0.23
C 0.679230 -1.818980 1.264377 1.02 0.21 0.94 -0.97
C 1.695007 -0.801003 1.868596 -0.53 0.80 -0.25 -0.43
O 3.036595 -1.154029 1.530800 -0.59 0.04 0.07 -0.33
C 3.736107 -0.111948 0.972993 0.58 1.70 2.16 0.38
O 4.282437 -0.241874 -0.052688 0.94 -1.10 -2.52 -0.45
C 3.872071 1.254531 1.689106 -2.25 -0.33 -0.06 -0.38
C 2.988879 2.287574 0.869967 -0.07 -0.78 -0.19 -0.69
C -0.847922 -0.732051 -0.191083 -2.26 2.73 -0.25 -0.22
N -1.896780 -0.544532 0.768124 1.73 0.23 -0.48 0.35
P -1.915503 0.917840 1.690848 -1.64 1.57 2.36 0.73
O -2.839303 0.771807 2.789874 -0.67 -0.79 0.21 -0.69
O -2.391417 2.220993 0.831690 2.06 -1.21 0.02 -0.38
O -0.440659 1.257573 2.298521 -0.42 -0.23 -1.97 -0.47
C -3.109100 -0.855789 -0.057859 -0.89 -0.20 -0.30 -0.22
Cl -4.618940 0.011410 0.304614 0.64 -0.51 0.32 -0.04
C -2.700634 -0.588799 -1.591237 -0.21 0.47 2.53 0.05
P -3.625921 0.670602 -2.601717 -0.27 1.19 -2.45 0.69
O -2.884077 0.816008 -3.856929 0.72 -0.39 0.03 -0.68
O -5.110509 0.158452 -2.917758 0.76 0.31 1.31 -0.47
O -3.709659 2.133695 -1.928602 -0.10 -1.26 0.58 -0.39
N -1.310537 -0.167447 -1.412221 1.05 -2.73 -2.33 0.04
F -1.007322 1.168434 -1.545394 0.02 0.33 0.61 -0.24
H 1.152864 -3.700505 -1.582804 -0.24 0.57 0.06 0.41
H 2.097271 -0.712404 -1.069493 -0.44 -0.27 0.35 0.13
H 0.774526 -1.134533 -2.158160 -0.31 0.14 0.67 0.48
H -0.195370 -1.942029 1.920165 0.14 0.33 -0.50 0.48
H 1.164256 -2.803266 1.186729 -0.16 0.38 -0.42 0.64
H 1.473552 0.168657 1.384310 -0.01 -0.34 0.41 0.27
H 1.530854 -0.621758 2.945494 0.25 -0.55 -0.35 0.45
H 4.912937 1.586691 1.721537 -0.25 -0.43 0.12 0.40
H 3.389397 1.160286 2.674166 0.78 0.20 -0.02 0.28
H 2.120701 2.615450 1.466037 0.59 0.21 -0.13 0.15
H 3.585694 3.123871 0.488376 -0.33 -0.14 0.29 0.34
H 2.549774 1.776518 -0.010359 0.33 0.36 0.22 0.16
H -1.577892 2.672994 0.539348 -0.57 0.22 -0.44 0.31
H -0.466973 2.214670 2.487450 0.26 -0.31 0.28 0.33
H -3.229044 -1.934278 0.129879 -0.50 0.52 -0.23 0.43
H -2.738292 -1.588853 -2.049378 0.17 0.66 -0.53 0.37
H -5.384798 0.676832 -3.699304 -0.08 -0.31 0.11 0.38
H -2.929599 2.613347 -2.258288 -0.30 -0.01 -0.02 0.36
```
Positions in Å, forces in eV/Å.

Calculated values
Total charge ... +1
SMILES ... [H]/N=C\CN(CCOC(=O)CC)C1=[N+](P(=O)(O)O)[C@@H](Cl)[C@@H](P(=O)(O)O)N1F
Highest occupied orbital energy ... -13.45 eV
LUMO energy ... -5.34 eV
Gap between HOMO and LUMO ... 0.298 Eh